10 unconnected molecules or ions with the total composition C45H118N10O10, computed with ωB97M-V/def2-TZVPD.

XYZ file:
```
183
Properties=species:S:1:pos:R:3:forces:R:3
C -0.182246 2.131787 -0.489195 -0.5 -0.1 -0.3
C -0.364118 0.612770 -0.326299 -0.9 0.4 1.2
C -1.782517 0.365925 0.279271 -0.1 -0.3 -0.5
O -1.963007 0.841406 1.587115 -0.9 1.4 0.8
C -1.298955 0.251092 2.678885 1.4 -1.5 -1.3
N -0.183091 -0.206812 -1.517408 0.1 -0.2 0.3
H 0.841746 2.460428 -0.670572 0.1 -0.2 0.4
H -0.619571 2.567979 0.411697 0.5 0.2 0.1
H -0.748457 2.595081 -1.305000 -0.2 -0.5 -0.2
H 0.282905 0.296570 0.494501 0.5 0.0 -0.3
H -2.100195 -0.685898 0.210543 0.5 -0.3 0.1
H -2.544239 0.876974 -0.315993 0.1 0.3 0.0
H -0.256150 0.124041 2.357969 0.2 -0.1 0.5
H -1.667475 -0.761667 2.882969 -0.3 0.0 0.0
H -1.274718 0.786162 3.624226 -0.6 0.7 -0.4
H -0.885489 -0.940228 -1.466764 0.1 -0.1 -0.3
H 0.709205 -0.690224 -1.469953 0.0 0.1 0.0
C -0.481048 6.055348 -1.377103 0.1 -0.4 0.0
C 0.399009 6.856117 -2.336106 0.1 -1.2 0.0
C 1.222736 5.906730 -3.204983 1.2 -0.1 0.2
O 2.384308 5.405173 -2.521330 -0.3 0.3 -0.1
C 2.748252 4.122289 -2.976425 -0.1 -0.7 0.9
N -0.418584 7.730122 -3.192625 0.0 0.1 1.1
H 0.131616 5.439986 -0.713123 0.1 0.1 0.0
H -1.129408 5.361306 -1.920223 -0.2 0.2 0.0
H -1.071478 6.729886 -0.754225 -0.1 -0.1 0.0
H 1.082140 7.354540 -1.640463 0.2 0.7 -0.6
H 1.652142 6.426469 -4.068105 -0.6 0.1 -0.3
H 0.640328 5.023356 -3.489026 -0.3 0.3 -0.3
H 1.893798 3.453309 -2.829664 0.0 -0.2 -0.2
H 3.546694 3.759580 -2.327374 0.0 0.1 0.0
H 3.100846 3.997119 -4.003971 -0.2 0.6 -0.2
H -0.540497 7.412019 -4.144201 0.2 -0.3 0.0
H -1.326135 7.694313 -2.743977 -0.2 0.5 -0.5
C 3.315233 5.351120 3.041347 -0.5 0.4 -0.5
C 2.822444 5.002621 1.614393 1.4 -0.5 1.0
C 3.727766 5.643873 0.550551 -0.4 0.2 0.1
O 5.055693 5.115549 0.600657 -0.8 0.1 -0.4
C 5.910282 5.950732 -0.142116 1.0 0.5 0.6
N 2.868784 3.538023 1.575208 -0.7 0.1 -0.4
H 2.588499 5.047931 3.793752 -0.2 0.1 -0.1
H 3.476773 6.429104 3.094548 0.2 -0.1 0.3
H 4.226827 4.804136 3.280337 0.2 0.2 -0.2
H 1.796599 5.345039 1.477840 0.0 0.0 -0.1
H 3.750311 6.727841 0.716510 0.1 0.1 0.2
H 3.322390 5.528969 -0.457693 -0.1 -0.3 0.0
H 6.829306 5.409560 -0.372637 -0.1 -0.1 0.0
H 6.192440 6.801818 0.493722 0.1 0.1 -0.1
H 5.525456 6.394067 -1.065883 -0.5 -0.5 0.0
H 2.625056 3.231203 0.638060 0.3 -0.1 0.0
H 3.815996 3.252052 1.793335 0.1 -0.1 -0.3
C -1.541464 1.132716 -6.299269 0.3 -0.4 -0.2
C -0.588461 0.631527 -5.221687 0.8 -1.3 -0.7
C 0.914998 1.008222 -5.423958 -1.0 0.7 0.9
O 1.068706 2.423057 -5.203646 0.7 -0.6 -1.2
C 1.252993 3.154193 -6.413351 -1.2 0.3 0.4
N -1.098987 1.157180 -3.949954 1.2 0.8 -0.3
H -2.522887 0.684509 -6.142483 -0.1 0.4 0.4
H -1.305616 0.812005 -7.318623 0.5 0.2 0.1
H -1.544008 2.219170 -6.215885 -0.5 0.0 -0.3
H -0.527690 -0.464219 -5.283579 -0.5 -0.1 0.4
H 1.311381 0.662885 -6.380087 0.0 0.2 -0.2
H 1.500435 0.564617 -4.616226 -0.1 -0.3 0.0
H 0.358801 3.090892 -7.043797 -0.1 0.0 0.1
H 2.068408 2.824290 -7.059710 0.4 0.0 0.5
H 1.323059 4.180314 -6.054267 0.4 0.1 -0.5
H -0.616542 2.059539 -4.068373 -0.9 0.5 0.7
H -0.581730 0.783882 -3.139235 -0.4 -0.4 -0.4
C -1.389815 -6.281099 0.684197 0.8 -0.8 -0.6
C -1.250782 -5.049104 1.542356 0.5 0.1 1.2
C -1.230652 -3.683937 0.833853 -1.7 -0.4 -1.4
O -0.328459 -3.507700 -0.240187 0.8 -0.7 0.8
C 0.993192 -3.260397 0.197954 0.5 0.9 -0.6
N -2.348730 -5.112841 2.559878 -0.2 1.0 -1.2
H -0.618772 -6.428399 -0.077468 0.0 0.4 0.0
H -2.350496 -6.426338 0.183574 -0.1 0.5 0.1
H -1.264827 -7.146287 1.342148 -0.1 0.0 0.1
H -0.324401 -5.128238 2.122473 0.2 -0.2 -0.2
H -1.221756 -2.783011 1.458117 0.2 -0.4 0.6
H -2.198607 -3.670209 0.308997 -0.1 0.3 0.1
H 1.047238 -2.297544 0.722104 -0.1 0.0 0.2
H 1.600542 -3.134311 -0.701108 -0.1 -0.1 -0.1
H 1.517075 -4.007781 0.800907 -0.6 -0.4 0.1
H -2.872825 -4.248192 2.398442 0.0 0.0 0.8
H -3.024419 -5.767401 2.170030 0.1 -0.3 0.3
C -1.775827 -3.779763 -2.987756 -0.1 0.9 -0.5
C -3.120358 -3.444887 -3.609459 -0.8 -1.0 0.0
C -3.077838 -2.262990 -4.564379 1.1 1.6 0.7
O -4.294285 -1.825674 -5.123607 -0.7 -1.0 -0.5
C -5.157987 -1.159124 -4.202046 1.5 0.5 0.0
N -3.584325 -4.652492 -4.347940 0.3 0.6 -0.5
H -1.803028 -4.516887 -2.191446 -0.3 -0.1 -0.1
H -1.427998 -2.833444 -2.564472 0.6 -0.3 0.0
H -1.126693 -4.150366 -3.786679 0.4 0.2 0.2
H -3.769497 -3.228260 -2.751476 -0.4 -0.1 -0.3
H -2.363601 -2.460159 -5.370515 -0.4 -0.3 -0.3
H -2.612602 -1.382831 -4.085815 -0.1 -0.1 0.4
H -4.748515 -0.147351 -4.100634 -0.2 0.1 0.4
H -5.092959 -1.663314 -3.237260 -0.5 0.1 0.1
H -6.168930 -1.053094 -4.583285 0.0 -0.5 -0.1
H -4.284367 -4.354046 -5.031582 -0.4 0.0 0.5
H -2.795053 -4.778707 -4.989272 -0.1 -0.6 0.2
C 4.207513 -1.369209 0.629567 1.4 0.4 -0.2
C 4.197611 0.067572 0.139401 0.5 0.5 0.1
C 4.678055 0.202602 -1.304601 -0.4 -0.9 -1.0
O 4.705709 1.544379 -1.757919 -0.7 -0.1 -0.2
C 5.878639 2.216095 -1.465190 2.4 0.0 1.2
N 2.830703 0.623672 0.225050 0.6 -0.1 -1.3
H 3.595132 -2.010159 -0.002972 -0.5 0.2 0.3
H 3.954066 -1.379595 1.688184 -0.3 -0.4 -0.1
H 5.220322 -1.772773 0.511821 0.0 0.0 0.3
H 4.905691 0.745701 0.643193 -0.1 -0.6 0.7
H 3.985313 -0.369780 -1.937419 -0.4 0.5 -0.1
H 5.622420 -0.276245 -1.584733 0.3 0.0 0.8
H 6.809979 1.716360 -1.792189 -0.5 -0.2 -0.9
H 6.167296 2.260549 -0.400773 -0.9 0.3 0.2
H 5.918903 3.236140 -1.835472 -0.6 0.0 -0.2
H 2.702985 1.275667 0.988889 0.1 -0.1 0.2
H 2.880897 1.183258 -0.625511 -1.1 0.5 0.3
C -6.045570 4.171862 -4.280602 -1.2 -0.5 -0.3
C -4.879190 3.517602 -3.550060 1.0 0.2 -0.7
C -5.253502 2.640216 -2.383755 -0.4 -0.3 1.4
O -6.298809 1.727013 -2.697546 -0.2 0.7 -0.6
C -6.944611 1.154876 -1.594723 0.4 -0.1 0.1
N -4.139426 2.706724 -4.523605 -0.7 1.4 -0.5
H -5.877934 5.013305 -4.953019 0.9 0.0 0.3
H -6.862399 4.499858 -3.632491 0.1 -0.2 0.2
H -6.462133 3.406647 -4.944555 -0.3 0.0 0.2
H -4.225562 4.321873 -3.192767 0.1 -0.2 0.2
H -5.471023 3.253085 -1.495200 -0.5 0.0 -0.1
H -4.429623 1.989448 -2.070623 0.5 0.4 -0.2
H -7.705679 1.819600 -1.170846 -0.1 -0.1 -0.1
H -6.229421 0.916767 -0.794835 0.0 -0.1 0.0
H -7.378961 0.221727 -1.955347 -0.2 0.1 0.2
H -3.277096 2.319065 -4.170661 -0.1 -0.6 0.1
H -4.848335 2.070820 -4.866410 0.8 -0.7 -0.2
C -2.589345 -2.403258 5.376383 0.9 -1.0 0.8
C -4.085052 -2.249688 5.379661 -0.8 0.7 -1.0
C -4.811197 -3.332864 4.512861 0.8 0.6 1.5
O -4.554174 -3.172724 3.140605 0.4 -0.2 -0.2
C -5.470621 -2.361939 2.471380 -1.5 0.9 0.6
N -4.610428 -2.142200 6.732797 0.5 0.0 -0.2
H -2.157239 -2.501596 4.380805 -0.1 0.1 0.0
H -2.310192 -3.309593 5.935474 -0.3 -0.3 -0.4
H -2.036702 -1.684551 5.985337 -0.4 0.7 -0.4
H -4.344546 -1.323395 4.853385 0.2 0.2 0.2
H -5.872750 -3.272438 4.764346 -0.2 -0.1 -0.3
H -4.413434 -4.278304 4.887693 -0.1 -0.4 -0.6
H -5.170348 -2.151253 1.449069 0.1 -0.4 0.0
H -5.680834 -1.385970 2.940315 0.9 0.1 0.2
H -6.493509 -2.762471 2.541664 0.2 -0.6 -0.6
H -4.747152 -3.052816 7.151326 -0.2 0.1 0.1
H -5.436767 -1.566896 6.768345 -0.2 -0.3 0.1
C 4.832637 -5.143515 5.686677 0.1 0.9 -0.1
C 4.328126 -4.362216 4.471130 -0.5 -0.6 -1.5
C 3.266450 -5.178275 3.672373 -0.1 -0.9 1.5
C 1.897991 -5.188738 4.364007 1.1 1.3 -0.3
C 1.508381 -3.696177 4.498160 -1.8 -1.6 -0.5
C 2.447026 -2.776040 5.256723 0.6 -0.1 0.1
N 3.794970 -3.023812 4.726228 -0.3 0.0 -1.0
O 4.767014 -2.187794 5.312827 0.0 0.0 0.6
C 2.049848 -1.332342 4.911507 1.4 1.0 -1.1
C 2.307134 -2.982967 6.766909 -0.6 0.1 -0.1
C 5.422552 -4.169839 3.414768 1.3 1.0 0.8
H 5.579719 -4.503538 6.160772 0.1 -0.2 0.2
H 5.302205 -6.068809 5.357436 0.0 -0.1 0.1
H 4.041305 -5.330583 6.410384 0.0 -0.2 0.0
H 3.166765 -4.854719 2.637195 0.1 0.3 0.0
H 3.673349 -6.193892 3.683337 0.0 0.0 -0.4
H 1.955401 -5.659048 5.346606 0.0 -0.1 0.0
H 1.183251 -5.732156 3.747533 -0.2 0.1 0.1
H 0.497883 -3.742292 4.922560 0.1 0.6 0.5
H 1.285002 -3.342350 3.485530 0.5 0.3 -0.1
H 2.420646 -0.552563 5.582337 -0.9 -0.4 0.9
H 2.641452 -0.938978 4.067769 -0.1 -0.8 -0.5
H 1.033918 -1.229127 4.535418 -0.3 0.1 0.8
H 2.411110 -4.020939 7.082999 0.0 0.0 -0.1
H 2.987026 -2.374391 7.359987 0.1 0.1 -0.2
H 1.278286 -2.660925 6.951755 0.1 -0.1 0.5
H 5.894327 -5.042526 2.963087 -0.7 -0.4 -0.1
H 6.294328 -3.668639 3.854226 -0.2 0.2 0.1
H 5.009970 -3.471782 2.688011 0.1 -0.3 -0.4
H 4.925014 -1.489085 4.668509 0.0 -0.1 -0.1
```
Forces are in eV/Å.

Values from the calculation:
Structure (SMILES): CC1(C)CCCC(C)(C)N1O.COC[C@H](C)N.COC[C@H](C)N.COC[C@H](C)N.COC[C@H](C)N.COC[C@H](C)N.COC[C@H](C)N.COC[C@H](C)N.COC[C@H](C)N.COC[C@H](C)N
Total charge: 0
E in eV: -83946.326
Molar mass in g/mol: 959.50
Energy relative to the best compared isomer or geometry (same formula, charge and spin) in kJ/mol: 41.0